[1]
107
Properties=species:S:1:pos:R:3 method="wB97M-V/def2-TZVPD" homo_ha=-0.34468 energy_ev=-741413.2570 homo_lumo_gap_ev=9.21 multiplicity=1
I 3.8792 1.7174 1.5845
Cl -0.9225 5.7324 -1.9676
Cl 4.0353 7.0680 -5.1985
Cl 5.6487 -3.0280 -5.1318
Cl -4.6779 5.9917 -1.2418
Cl 1.1545 -3.5763 12.0587
Cl 2.9979 -0.3346 -5.1172
Cl 7.0400 -3.3543 14.1031
Cl 0.5718 1.0355 -5.8770
Cl 8.2868 -1.8519 -5.1936
Cl 2.7697 0.8436 -7.7462
Cl 2.8100 -1.1647 4.7819
Cl -9.4528 10.5955 -3.9628
Cl -0.2580 0.8547 -2.1040
Cl -11.5637 -8.7728 2.6241
Cl 5.9645 -0.2050 -5.6766
Cl -9.5853 -5.4093 4.1778
Cl 1.7481 -6.2500 11.1251
Cl 0.8065 4.6516 -4.0197
Cl -9.8794 9.0734 -6.3863
Cl -8.6938 -8.4738 2.4598
Cl 1.6132 -4.0555 9.2424
Cl -2.8564 0.2354 -0.9938
Cl 5.1835 5.6680 -2.9428
Cl -5.3440 6.2552 1.5617
Cl 6.1009 -4.6345 16.5217
Cl -0.8364 6.9687 -4.5715
Cl -9.8701 -9.9258 4.6657
Cl 4.2111 -3.8019 14.4951
Cl -10.5722 -4.7336 1.5473
Cl 1.2303 -1.5149 -7.0824
Cl 1.4362 7.1953 -2.7929
Cl 6.8150 7.4699 -4.5109
Cl -4.6398 8.3601 -5.5740
Cl -2.4754 2.6461 -2.5462
Cl -7.3364 8.9182 -5.0160
Cl -4.6083 -2.7415 0.4910
Cl -2.6655 5.4975 0.7748
Cl -8.6520 -3.0159 2.8580
Cl -2.5820 7.3320 -7.3269
Cl -9.9050 -11.0610 2.0049
Cl 1.4354 -3.5182 5.7514
Cl 3.2798 -2.1113 7.4770
Cl -5.3730 6.9098 -7.9657
Cl -4.7111 -5.1213 -1.1497
Cl -4.1719 5.5120 -5.7363
Cl -4.8546 3.6378 0.4308
Cl -6.3614 -4.9214 1.2181
Cl -9.6905 7.7143 -3.8400
Cl -11.3716 -3.1581 3.8392
Cl 5.9708 -6.0396 13.9960
Cl -1.3029 2.4189 0.0909
Cl 3.8092 -4.2221 11.1135
Cl 6.7836 -2.1551 -7.6482
Cl -3.4961 -5.2257 1.4724
Cl 4.7395 8.5221 -2.7938
Cl 0.7429 -0.9081 6.7882
O 2.6603 -3.8586 -1.1197
O 0.4377 -3.0681 0.2660
O 5.1892 -1.5854 -2.5081
C 0.5999 -1.6120 2.2564
C -1.7245 1.5395 -1.3871
C 4.8838 2.3976 -1.8313
C 3.8272 -3.4523 -1.7961
C -10.0079 -9.5592 2.9381
C 5.8303 -4.4574 14.7800
C 0.1230 6.1393 -3.3366
C 0.6456 -2.4970 -1.0093
C -0.2929 -2.1910 1.1072
C 3.6340 3.0960 -1.2149
C 3.9368 -1.8917 -1.9252
C 2.8078 2.2094 -0.2530
C 1.4769 -3.5360 -1.8169
C 1.8909 0.0051 -6.4565
C -9.0899 9.0762 -4.8006
C -4.7941 -4.5043 0.5082
C 5.6595 -0.2980 -2.1093
C -4.3871 5.3458 0.3820
C -10.0466 -4.0776 3.1068
C 2.0801 -4.5266 10.8832
C 5.1926 7.1821 -3.8624
C 2.0690 -1.9243 6.1988
C 6.6682 -1.8110 -5.9141
C -4.1917 7.0277 -6.6527
B 4.6244 0.9110 -2.3382
H 1.6788 -3.1617 -2.8413
H 3.7942 -1.4858 -0.9061
H -0.8015 -1.3855 0.5478
H 0.0583 -0.8360 2.8152
H 6.0851 -0.2944 -1.0798
H -0.3263 -2.3148 -1.5129
H 4.7153 -3.8735 -1.2980
H 0.8185 -4.4159 -1.9495
H 0.8581 -2.4775 2.8890
H 6.5236 -0.0704 -2.7754
H 1.9469 2.8138 0.0861
H 2.9778 3.5375 -1.9847
H 5.1674 2.9874 -2.7352
H 4.0100 3.9481 -0.6130
H 3.1418 -1.5955 -2.6333
H 1.2080 -1.5422 -0.9687
H 3.6299 0.6859 -2.9561
H 2.3690 1.3152 -0.7238
H -1.0646 -2.8082 1.6075
H 5.7744 2.4354 -1.1741
H 3.8397 -3.8394 -2.8398
H 1.5379 -1.2406 1.8103

***

[2]
45
Properties=species:S:1:pos:R:3 method="wB97M-V/def2-TZVPD" smiles="CCOc1ccc(CCN2C(=O)c3cccnc3C2=O)cc1OCC" homo_ha=-0.29227 energy_ev=-31198.2514 de_lowest_ev=1.926 homo_lumo_gap_ev=7.51 multiplicity=1
O 1.1627 -1.7896 0.6394
O -1.4032 2.6552 -1.2949
O 2.7543 0.1979 0.2923
O -3.4657 -1.1934 0.0180
N -2.6242 0.8981 -0.4387
N -1.2568 -2.0361 -1.9396
C 1.5255 0.5201 0.7884
C -1.6199 -0.8339 -1.5477
C 0.6571 -0.5773 0.9941
C 0.4204 -2.9653 0.9017
C 0.4630 -0.9720 -3.2348
C 3.6315 1.2274 -0.1107
C -2.6899 -0.4847 -0.5649
C -1.0010 0.3524 -1.9522
C -1.0751 0.9475 1.7300
C -1.6423 1.4769 -1.2328
C -0.6202 -0.3456 1.4735
C -3.2192 1.6062 0.6747
C -2.5382 1.1753 1.9955
C 1.0874 1.7933 1.1075
C -0.2205 -2.0875 -2.7672
C -0.2056 2.0073 1.5635
C 0.0664 0.2972 -2.8264
C 3.2086 1.8840 -1.4225
C 0.4476 -3.3632 2.3745
H 0.9212 -3.7311 0.3030
H -4.2897 1.3944 0.7065
H 1.4766 -3.4863 2.7034
H 3.7441 1.9784 0.6814
H 4.5929 0.7228 -0.2420
H 1.2995 -1.0966 -3.9043
H 2.2336 2.3551 -1.3221
H -0.5337 3.0155 1.7646
H -2.9989 0.2530 2.3499
H -0.0210 -2.6020 2.9932
H 3.9379 2.6373 -1.7080
H 0.0761 -3.0835 -3.0662
H -0.6095 -2.8682 0.5372
H 3.1521 1.1308 -2.2046
H -1.2963 -1.1706 1.6331
H -0.0830 -4.3018 2.5078
H 1.7365 2.6451 0.9851
H -2.6923 1.9562 2.7403
H -3.0554 2.6684 0.4833
H 0.5666 1.1928 -3.1621

***

[3]
15
Properties=species:S:1:pos:R:3 method="wB97M-V/def2-TZVPD" smiles="CCOC(=O)CO" homo_ha=-0.35394 energy_ev=-10417.9329 de_lowest_ev=3.071 homo_lumo_gap_ev=10.48 multiplicity=1
O 0.8208 -0.9095 0.7699
O 3.0619 0.5754 0.7546
O -0.0662 0.2266 -0.9493
C -1.2563 -0.5421 -0.8872
C 0.9111 -0.0636 -0.0905
C 2.1516 0.7903 -0.2838
C -2.2368 -0.2315 0.5380
H -1.3863 -1.3806 -0.2503
H -3.2843 -0.5044 0.3293
H 2.5877 0.5463 -1.2662
H -1.9639 -0.7496 1.4910
H -2.0816 0.8199 0.6521
H 2.7467 -0.2067 1.2353
H 1.8456 1.8449 -0.3121
H -1.8500 -0.2155 -1.7306

***

[4]
38
Properties=species:S:1:pos:R:3 method="wB97M-V/def2-TZVPD" homo_ha=-0.43126 energy_ev=-72370.3660 charge=+1 de_lowest_ev=5.653 homo_lumo_gap_ev=1.78 multiplicity=1
I 1.3217 -4.8450 -0.0410
Zn 3.0481 -8.8469 0.0417
O 1.3793 -0.5371 4.5820
O -4.0976 -2.6525 -1.8297
O 2.8664 1.2718 -2.4681
C 1.1768 1.7561 5.1417
C -4.9226 -2.0959 -0.7913
C -6.3409 -1.9412 -1.3445
C 2.7118 1.6247 -3.8154
C -4.2414 -0.7922 -0.2380
C 3.6757 2.7351 -4.3050
C 1.9844 0.7068 4.3544
C 3.4588 0.5050 4.8335
C 1.2851 2.0836 -3.8955
H 3.5573 2.9302 -5.3708
H 1.7339 2.6916 5.1947
H -3.3304 -1.0893 0.2815
H 0.1951 1.8570 4.6789
H 1.8417 0.9275 3.2965
H 4.7319 2.5216 -4.1409
H 2.7960 0.6946 -4.3775
H 4.0770 1.2496 4.3320
H 0.9037 1.4590 6.1542
H -3.2928 -3.0497 -1.4891
H 3.4038 3.6532 -3.7842
H 2.5144 0.3849 -2.3628
H 0.9471 2.2931 -4.9104
H 3.6368 0.5511 5.9079
H 3.7622 -0.5107 4.5796
H 0.6295 1.3142 -3.4877
H -6.8406 -2.8997 -1.4847
H -7.0273 -1.3059 -0.7848
H -4.9229 -2.7826 0.0552
H -3.9564 -0.1400 -1.0635
H 1.3270 -0.9585 3.7210
H 1.1537 2.9894 -3.3037
H -4.8619 -0.2490 0.4748
H -6.2842 -1.5038 -2.3413